# 1
ORCA calculation (ωB97M-V/def2-TZVPD) on a structure of composition C21H43N2OP3PtS in a non-equilibrium geometry.

## Properties
Total energy = -69405.6506 eV
HOMO energy (alpha / beta) = -0.650 / -0.744 Ha
Lowest unoccupied orbital energy (alpha / beta) = -12.0 / -15.1 eV
Total charge = +4
2S+1 = 5

XYZ file:
```
72
Properties=species:S:1:pos:R:3:mulliken_charge:R:1
Pt 0.038 0.501 -0.858 0.985
P 1.667 -0.488 0.839 0.666
P 1.486 2.513 -0.279 0.864
P -1.062 -1.659 -1.060 0.765
H 1.602 1.919 -2.567 0.812
C 0.871 1.102 -2.619 -0.875
C -0.507 1.439 -2.825 -1.247
H -1.067 2.252 -2.373 0.409
C 2.849 -1.513 -0.101 -1.215
C 2.826 0.436 1.914 -1.579
C 1.020 -1.588 2.153 -0.824
C 0.443 3.878 -0.911 -1.398
C 2.107 3.357 1.232 -1.421
C 3.210 2.466 -1.043 -1.341
C -2.752 -1.767 -1.763 -1.284
C -1.358 -2.625 0.455 -1.086
C -0.007 -2.776 -2.058 -1.802
H 1.169 0.167 -3.121 0.347
H -0.782 1.306 -3.894 0.892
H 3.543 -2.025 0.583 0.473
H 3.427 -0.862 -0.766 0.334
H 2.322 -2.251 -0.713 0.243
H 3.424 -0.274 2.509 0.618
H 2.263 1.053 2.619 0.357
H 3.511 1.043 1.319 0.402
H 1.198 -2.647 1.916 0.578
H -0.046 -1.392 2.288 -0.454
H 1.500 -1.359 3.112 0.554
H 0.833 4.826 -0.547 0.533
H -0.595 3.761 -0.565 0.400
H 0.448 3.880 -2.008 0.420
H 3.166 3.104 1.386 0.532
H 1.504 3.053 2.097 0.133
H 2.027 4.439 1.028 0.554
H 3.540 3.480 -1.336 0.391
H 3.266 1.803 -1.907 0.447
H 3.920 2.046 -0.305 0.510
H -3.342 -2.458 -1.164 0.628
H -2.694 -2.151 -2.790 0.426
H -3.258 -0.791 -1.778 0.284
H -2.084 -3.417 0.255 0.663
H -1.762 -1.978 1.237 -0.058
H -0.429 -3.090 0.783 0.350
H -0.630 -3.425 -2.687 0.471
H 0.582 -3.403 -1.378 0.564
H 0.668 -2.194 -2.698 0.460
C -3.386 -0.070 -4.793 0.475
C -2.152 -0.433 -4.270 -0.858
C -1.292 -1.290 -4.934 0.001
C -1.779 -2.004 -6.026 -0.704
C -3.072 -1.727 -6.507 -0.547
C -3.873 -0.729 -5.928 -0.556
O -4.044 0.960 -4.132 -0.374
H -4.467 1.522 -4.802 0.408
H -1.870 0.099 -3.349 0.887
H -0.268 -1.408 -4.564 0.517
H -1.163 -2.772 -6.497 0.494
H -3.470 -2.309 -7.339 0.475
H -4.830 -0.412 -6.344 0.466
C -2.391 -0.595 3.440 -0.966
N -1.665 0.669 3.357 0.222
C -1.073 1.313 4.432 -0.185
C -0.514 2.455 3.970 -0.627
N -0.695 2.448 2.597 0.041
C -1.364 1.332 2.210 0.043
S -1.887 0.939 0.635 -0.135
H -3.068 -0.714 2.585 0.332
H -1.691 -1.443 3.487 0.381
H -2.974 -0.596 4.368 0.439
H -1.122 0.894 5.424 0.540
H -0.029 3.256 4.479 0.494
H -0.415 3.164 1.941 0.254
```

# 2
ORCA calculation (ωB97M-V/def2-TZVPD) on a structure of composition C21H44BrF15KN4O19S5V in a non-equilibrium geometry.

## Properties
Total energy = -274342.0877 eV
HOMO energy (alpha / beta) = -0.311 / -0.344 Ha
Lowest unoccupied orbital energy (alpha / beta) = -2.3 / -2.3 eV
Total charge = +1
2S+1 = 4

XYZ file:
```
111
Properties=species:S:1:pos:R:3:mulliken_charge:R:1
V -0.779 0.256 1.651 -0.147
K -4.511 1.708 4.399 0.996
Br -1.947 -1.160 3.802 -0.823
C 5.259 -2.077 -3.726 -1.143
C 4.980 -1.023 -2.744 0.784
O 5.794 -0.363 -2.164 -0.412
N 3.513 -0.726 -2.488 0.364
H 3.647 -0.196 -1.638 0.040
H 3.169 -0.102 -3.204 0.404
C 2.611 -1.973 -2.103 -0.849
H 4.857 -2.985 -3.277 0.313
H 6.268 -2.316 -4.062 0.343
H 4.641 -1.812 -4.584 0.343
H 1.672 -1.436 -1.969 0.139
H 3.091 -2.570 -1.327 0.344
H 2.540 -2.391 -3.107 0.567
C -2.076 6.299 -2.939 -1.213
C -1.503 6.295 -1.599 0.886
O -0.767 7.091 -1.108 -0.452
N -2.171 5.267 -0.715 0.514
H -3.155 5.341 -0.933 0.512
H -1.792 4.390 -1.040 -0.040
C -1.848 5.327 0.781 -0.791
H -3.072 6.739 -2.984 0.417
H -2.015 5.401 -3.554 0.189
H -1.470 7.019 -3.490 0.389
H -2.676 5.829 1.281 0.377
H -0.913 5.767 1.130 0.338
H -1.795 4.298 1.137 0.076
C -3.244 -1.271 -4.546 -0.780
N -2.089 -0.224 -4.614 0.415
C -0.769 -0.915 -4.289 -0.911
C -2.073 0.438 -6.070 -0.949
C -2.310 0.881 -3.529 -0.392
C -3.381 1.972 -3.855 -0.752
O -2.552 2.937 -4.385 -0.467
H -3.391 -1.689 -5.542 0.351
H -4.137 -0.697 -4.300 0.368
H -3.145 -2.046 -3.787 0.273
H -0.828 -1.804 -4.916 0.488
H -0.932 -1.084 -3.225 0.362
H 0.015 -0.189 -4.505 0.347
H -2.992 0.972 -6.312 0.363
H -1.648 -0.335 -6.710 0.361
H -1.417 1.307 -6.119 0.388
H -1.308 1.274 -3.357 0.116
H -2.677 0.462 -2.592 0.250
H -3.829 2.268 -2.906 0.153
H -4.099 1.632 -4.602 0.548
H -2.939 3.223 -5.216 0.343
C 2.575 -4.916 2.417 -0.814
N 1.864 -4.720 3.753 0.101
C 0.381 -4.824 3.360 -0.755
C 2.242 -5.865 4.772 -0.886
C 2.223 -3.316 4.321 0.055
C 3.650 -3.132 4.781 -0.648
O 3.894 -3.783 5.974 -0.571
H 3.634 -5.023 2.653 0.432
H 2.428 -4.069 1.747 0.238
H 2.199 -5.744 1.816 0.396
H -0.240 -4.687 4.245 0.391
H 0.135 -5.811 2.967 0.378
H 0.138 -3.934 2.779 0.085
H 3.330 -5.888 4.832 0.364
H 1.858 -6.745 4.255 0.406
H 1.788 -5.660 5.741 0.313
H 1.381 -3.115 4.983 0.562
H 2.098 -2.645 3.471 -0.196
H 3.999 -2.129 5.025 0.416
H 4.364 -3.409 4.006 0.291
H 4.824 -3.898 6.181 0.332
C -5.342 0.489 0.534 0.386
F -6.351 1.026 -0.182 -0.218
F -5.858 0.199 1.729 -0.214
F -4.844 -0.563 -0.043 -0.125
S -3.822 1.779 0.827 1.378
O -4.310 2.700 1.867 -0.662
O -2.644 1.016 1.266 -0.339
O -3.643 2.387 -0.501 -0.653
C 0.382 2.663 5.245 0.442
F 0.130 3.366 6.302 -0.202
F 1.565 3.122 4.773 -0.260
F 0.505 1.393 5.536 -0.174
S -0.896 2.971 3.693 0.910
O -0.757 4.376 3.280 -0.706
O -0.658 1.969 2.672 -0.358
O -2.161 2.664 4.323 -0.510
C 1.832 3.473 -0.426 0.362
F 1.233 3.899 0.751 -0.144
F 2.232 4.446 -1.237 -0.200
F 2.786 2.638 -0.067 -0.146
S 0.478 2.274 -1.280 1.366
O 1.131 1.751 -2.505 -0.657
O 0.013 1.357 -0.158 -0.107
O -0.688 3.113 -1.575 -0.794
C -2.505 -4.047 0.231 0.392
F -2.232 -5.145 -0.378 -0.211
F -3.710 -3.639 -0.179 -0.186
F -2.495 -4.362 1.515 -0.188
S -0.991 -2.732 -0.253 0.748
O -0.756 -2.796 -1.706 -0.618
O -1.349 -1.405 0.257 -0.826
O 0.165 -3.169 0.500 -0.389
C 3.521 1.019 2.705 0.467
F 4.768 1.260 2.371 -0.213
F 3.507 0.515 3.939 -0.218
F 2.800 2.138 2.729 -0.145
S 2.721 -0.270 1.535 0.774
O 3.014 0.281 0.208 -0.790
O 3.370 -1.596 1.702 -0.625
O 1.292 -0.256 1.873 0.428
```

# 3
ORCA calculation (ωB97M-V/def2-TZVPD) on a cluster of 4 separate species, C21H44ClN3O3P in total in a non-equilibrium geometry.

## Properties
Total energy = -54905.9991 eV
HOMO energy = -0.404 Ha
Lowest unoccupied orbital energy = -4.0 eV
Total charge = +1
2S+1 = 1

XYZ file:
```
73
Properties=species:S:1:pos:R:3:mulliken_charge:R:1
C -2.739 2.955 1.890 -1.554
C -1.488 2.916 0.972 0.093
P -0.312 1.633 1.616 -0.244
C -1.354 0.093 1.724 -1.161
C 0.984 1.144 0.363 0.736
C 0.633 0.356 -0.888 -0.438
N 2.017 0.328 -1.469 0.035
C 2.773 1.304 -0.946 -0.075
N 4.072 1.575 -1.210 -0.372
N 2.027 2.086 -0.087 0.134
C 1.637 3.418 -0.612 -1.171
C 1.050 3.436 -2.047 -0.343
C -0.365 4.061 -2.166 -0.717
Cl -1.564 2.897 -2.828 -0.146
H -2.492 3.398 2.856 0.365
H -3.464 3.620 1.408 0.418
H -3.229 1.985 1.974 0.403
H -1.052 3.915 1.042 0.360
H -1.789 2.676 -0.054 0.074
H -2.030 0.139 0.856 0.439
H -1.926 0.063 2.649 0.376
H -0.761 -0.813 1.574 0.346
H 1.558 0.402 0.943 -0.069
H 0.350 -0.662 -0.627 0.499
H -0.072 0.815 -1.582 -0.191
H 2.475 -0.574 -1.284 0.394
H 4.356 2.121 -2.009 0.222
H 4.764 1.282 -0.536 0.222
H 2.558 4.011 -0.644 0.340
H 1.010 3.904 0.135 0.583
H 1.006 2.459 -2.532 0.349
H 1.701 4.052 -2.674 0.478
H -0.324 4.874 -2.890 0.377
H -0.686 4.497 -1.221 0.325
C 4.919 -1.567 1.745 -0.628
C 4.289 -2.732 2.497 -0.602
C 2.908 -2.807 1.862 -0.321
O 3.059 -2.356 0.503 -0.434
C 4.350 -1.760 0.349 0.113
H 6.008 -1.565 1.763 0.407
H 4.570 -0.620 2.169 0.279
H 4.846 -3.649 2.293 0.267
H 4.251 -2.590 3.575 0.366
H 2.202 -2.139 2.366 0.181
H 2.495 -3.814 1.865 0.297
H 4.972 -2.439 -0.242 0.362
H 4.249 -0.821 -0.200 -0.385
C -0.787 -1.177 -6.315 -0.610
C -1.189 -0.105 -5.311 -0.107
C -2.482 0.421 -5.918 -0.439
O -3.080 -0.674 -6.613 -0.421
C -2.139 -1.747 -6.717 -0.441
H -0.113 -1.931 -5.909 0.330
H -0.302 -0.715 -7.178 0.291
H -1.392 -0.563 -4.338 0.088
H -0.438 0.673 -5.171 0.232
H -2.284 1.218 -6.643 0.281
H -3.177 0.800 -5.168 0.243
H -2.454 -2.543 -6.034 0.254
H -2.146 -2.140 -7.733 0.299
C -3.202 -3.569 4.859 -0.583
C -3.848 -2.669 5.903 -0.542
C -2.869 -1.508 5.965 -0.453
O -2.285 -1.390 4.658 -0.365
C -2.624 -2.553 3.888 -0.305
H -3.897 -4.260 4.385 0.348
H -2.398 -4.151 5.315 0.273
H -4.819 -2.321 5.543 0.264
H -3.996 -3.150 6.868 0.342
H -2.063 -1.706 6.679 0.252
H -3.348 -0.567 6.234 0.273
H -3.366 -2.256 3.138 0.263
H -1.736 -2.922 3.372 0.243
```